Entry 1:
The following is a DFT calculation (ωB97M-V with the def2-TZVPD basis set) of a single C4H9NO3 molecule in a non-equilibrium geometry.

Output
LUMO level: 0.8 eV
M: 119.12 g mol⁻¹
Energy above the lowest of the compared OMol25 structures with the same formula, charge and spin: 253.1 kJ/mol
Kohn-Sham gap: 0.376 hartree

```
! wB97M-V def2-TZVPD RIJCOSX def2/J DEFGRID3
* xyz 0 1
C -2.206 0.479 -0.431
C -0.816 -0.007 -0.782
C -0.460 -1.320 -0.156
O 0.115 1.151 -0.287
C 1.404 0.893 -0.063
O 2.332 1.045 -0.826
N 1.587 0.217 1.132
O 2.909 -0.050 1.509
H -2.357 1.484 -0.815
H -2.339 0.497 0.648
H -2.947 -0.186 -0.872
H -0.648 -0.021 -1.865
H -0.226 -1.123 0.927
H -1.263 -2.044 -0.266
H 0.479 -1.714 -0.535
H 1.004 0.415 1.932
H 3.430 0.284 0.750
*
```

Here are the natural (NBO) charges for atoms 1 to 6, given in e:
1. C -0.628
2. C 0.132
3. C -0.659
4. O -0.570
5. C 0.853
6. O -0.632

***

Entry 2:
The following is a DFT calculation (ωB97M-V with the def2-TZVPD basis set) of a single C4H9NOSi molecule in a non-equilibrium geometry.

Output
LUMO level: 0.7 eV
M: 115.21 g mol⁻¹
Energy above the lowest of the compared OMol25 structures with the same formula, charge and spin: 98.1 kJ/mol
Kohn-Sham gap: 0.419 hartree

```
! wB97M-V def2-TZVPD RIJCOSX def2/J DEFGRID3
* xyz 0 1
C 0.178 2.499 -0.029
O 0.129 1.256 -0.654
Si 0.892 -0.050 -0.123
C 0.516 -1.395 -1.411
C 0.513 -0.743 1.630
C 2.757 0.357 0.300
N 3.886 0.415 0.510
H -0.447 2.489 0.799
H -0.104 3.328 -0.651
H 1.221 2.889 0.283
H -0.257 -2.111 -1.013
H -0.119 -0.996 -2.355
H 1.430 -1.985 -1.746
H -0.450 -1.346 1.507
H 1.181 -1.569 1.762
H 0.627 0.101 2.365
*
```

Here are the natural (NBO) charges for atoms 1 to 6, given in e:
1. C -0.249
2. O -0.880
3. Si 1.836
4. C -1.160
5. C -1.129
6. C -0.152

***

Number 1: HOMO level -0.34628 hartree. Number 2: HOMO level -0.39177 hartree.